Below is a structure of composition C26H39B3BrF18N2O16P in a non-equilibrium geometry, with properties calculated with ωB97M-V with the def2-TZVPD basis set.

```
106
Properties=species:S:1:pos:R:3:forces:R:3
C 0.38210 -0.82565 2.62967 -0.56 0.55 0.31
N -0.77077 -0.83808 1.71865 -0.06 -0.51 0.28
C -0.74429 -1.87459 0.65060 -0.21 0.47 -0.82
B -2.14554 -2.53622 0.78580 -0.31 -1.36 -0.49
O -2.31872 -3.65990 1.60330 0.39 1.21 1.53
B -3.09471 -3.21392 2.67562 -0.24 -1.08 0.01
N -2.58019 -3.19990 4.03162 0.32 0.06 -0.98
O -4.36075 -2.72271 2.31625 0.65 0.85 0.66
B -4.13721 -1.72845 1.38835 -0.80 -0.42 -0.14
P -4.81910 0.08822 1.57717 -0.58 0.53 -0.96
O -3.40218 0.90856 1.71208 0.03 -0.24 0.36
Br -5.68348 0.13271 3.63328 0.19 -0.23 0.18
O -3.33709 -1.97948 0.28895 0.56 1.00 0.75
H 1.18644 -1.47731 2.30444 -0.05 -0.07 -0.03
H 0.07396 -1.09617 3.64395 0.08 -0.22 -0.06
H 0.76006 0.19532 2.70046 0.17 -0.08 0.00
H -0.92925 0.06795 1.30753 0.18 -0.01 -0.13
H -0.60421 -1.38939 -0.32053 0.14 -0.14 -0.02
H 0.05478 -2.60144 0.78669 0.08 0.12 0.19
H -2.31509 -2.23513 4.22839 -0.41 -0.04 0.52
H -1.69461 -3.69848 3.97886 -0.01 -0.01 0.29
H -2.79926 0.45878 2.32217 0.22 0.10 -0.12
C 3.43236 3.56691 -1.20042 -0.17 -0.77 -0.19
C 4.61321 2.64330 -1.00273 0.23 0.55 -0.32
O 4.26051 1.51956 -0.16595 0.10 -0.03 0.12
C 3.65878 0.51204 -0.76956 0.10 0.18 -0.06
O 3.37583 0.42632 -1.92585 -0.10 -0.15 -0.09
C 3.39185 -0.61333 0.24788 -0.08 -0.21 0.15
F 2.90540 -0.13364 1.39986 0.19 0.14 -0.11
F 4.52290 -1.27193 0.52347 0.11 0.05 -0.03
F 2.51446 -1.49072 -0.23048 -0.06 0.03 -0.10
H 3.03550 3.86089 -0.24305 0.03 -0.05 0.14
H 3.72031 4.45121 -1.76374 0.07 -0.01 -0.01
H 2.63470 3.05579 -1.74136 0.07 0.03 -0.11
H 5.41583 3.15744 -0.47741 -0.03 -0.14 0.18
H 5.01703 2.29030 -1.95066 -0.11 -0.19 0.02
C 2.60270 10.68378 -1.48749 -0.28 -0.25 0.09
C 3.77142 9.75692 -1.23349 -0.08 0.41 -0.54
O 3.39242 8.64828 -0.38896 0.11 0.01 0.16
C 2.80660 7.63038 -0.98697 0.14 0.15 -0.09
O 2.54798 7.52081 -2.14732 -0.09 -0.15 -0.09
C 2.53050 6.52153 0.04359 -0.29 -0.31 0.41
F 2.02620 7.00655 1.18126 0.01 0.13 -0.04
F 3.67365 5.88096 0.35747 -0.02 0.41 0.01
F 1.66083 5.62610 -0.43048 0.09 0.37 -0.03
H 2.17132 11.01958 -0.54378 0.08 0.08 0.01
H 2.93132 11.55351 -2.05483 0.04 0.00 0.01
H 1.81460 10.18166 -2.04847 0.05 0.01 -0.07
H 4.54975 10.27453 -0.70206 0.04 -0.02 0.18
H 4.19818 9.38597 -2.16486 -0.13 -0.19 0.02
C -1.18240 -8.25836 -3.88113 -0.18 0.05 0.24
C -0.75162 -6.85074 -4.22710 0.22 -0.37 -0.36
O -1.62299 -5.87386 -3.61557 0.03 0.08 0.14
C -1.36058 -5.58043 -2.35126 0.11 -0.15 -0.23
O -0.48959 -6.03541 -1.67550 0.07 0.04 0.21
C -2.33244 -4.49776 -1.84685 -0.25 0.08 0.00
F -3.59145 -4.74720 -2.21490 -0.05 -0.09 -0.05
F -1.99068 -3.30034 -2.33738 0.12 0.04 -0.08
F -2.30251 -4.42042 -0.51828 0.19 -0.55 -1.00
H -2.22601 -8.41587 -4.15505 0.03 -0.01 -0.10
H -0.56585 -8.98087 -4.41402 0.01 0.02 -0.03
H -1.08943 -8.44537 -2.81167 0.09 0.00 -0.01
H -0.83236 -6.67892 -5.29850 -0.14 0.14 0.04
H 0.28026 -6.66085 -3.93643 -0.06 0.08 0.17
C -3.33316 -4.02265 -5.59335 0.07 0.29 -0.38
C -4.64831 -4.43707 -6.21169 0.04 -0.17 0.50
O -4.91337 -3.70364 -7.42598 -0.14 0.04 -0.04
C -4.32724 -4.16323 -8.51672 -0.03 -0.05 0.19
O -3.60702 -5.11284 -8.59881 0.09 -0.06 -0.15
C -4.74276 -3.30805 -9.73019 0.03 0.12 -0.12
F -4.70394 -2.00428 -9.44516 0.01 0.06 0.04
F -5.99267 -3.61490 -10.09809 -0.08 -0.06 0.03
F -3.93832 -3.53220 -10.76167 0.06 -0.07 -0.03
H -3.31267 -2.94444 -5.42818 -0.06 -0.01 0.07
H -3.18993 -4.52523 -4.64645 -0.06 -0.06 0.04
H -2.49664 -4.26933 -6.24813 -0.02 -0.09 0.02
H -5.47460 -4.20323 -5.54392 -0.07 0.14 -0.14
H -4.67888 -5.50749 -6.41148 0.05 0.03 -0.18
C -5.36875 -4.54069 5.35173 -0.09 -0.40 -0.06
C -5.87783 -4.25879 6.74514 0.10 0.49 -0.28
O -6.41759 -5.44890 7.36227 -0.13 0.02 0.08
C -5.54163 -6.26268 7.92133 -0.01 0.20 -0.09
O -4.35689 -6.12168 7.97302 0.13 -0.12 0.08
C -6.27963 -7.45168 8.56843 -0.04 -0.17 0.00
F -7.22925 -7.93664 7.76372 -0.04 0.00 -0.06
F -6.86407 -7.06236 9.70881 -0.02 0.08 0.06
F -5.43398 -8.43551 8.85068 0.09 -0.01 0.01
H -6.15423 -4.99446 4.74456 -0.07 0.11 0.01
H -5.03656 -3.62339 4.87250 -0.02 0.04 0.05
H -4.53043 -5.23642 5.37104 0.08 0.10 0.06
H -6.70188 -3.54925 6.71373 -0.13 -0.15 0.07
H -5.10059 -3.83143 7.37721 0.05 -0.19 0.08
C 9.24514 6.65672 2.55855 0.09 0.21 -0.19
C 7.78288 7.00487 2.72439 0.12 -0.44 0.27
O 7.51234 8.34877 2.27223 -0.08 0.09 0.09
C 7.33565 8.49937 0.97342 0.01 -0.16 0.12
O 7.37679 7.64947 0.13558 -0.03 0.02 -0.19
C 7.00569 9.97199 0.66373 0.08 0.24 -0.03
F 7.79774 10.81331 1.32775 0.03 -0.03 0.08
F 5.73543 10.23159 1.01534 0.12 -0.01 0.25
F 7.13360 10.22820 -0.63438 -0.03 -0.11 -0.08
H 9.87146 7.39026 3.06671 -0.02 -0.05 0.09
H 9.44635 5.67151 2.97721 -0.03 0.00 0.02
H 9.52991 6.65099 1.50676 -0.05 -0.08 -0.01
H 7.50207 6.99171 3.77496 -0.04 0.20 -0.01
H 7.13831 6.30064 2.20021 -0.01 0.12 -0.15
```
Forces are in eV/Å.

Results
Total energy ... -7115.4019 hartree
Total charge ... 0
HOMO ... -8.80 eV
Molecular weight ... 1120.9 g/mol
Gap between HOMO and LUMO ... 0.32983 Ha


Below is a cluster of 3 separate species, C26H39BrN4O7P in total, with properties calculated with ωB97M-V with the def2-TZVPD basis set.

```
78
Properties=species:S:1:pos:R:3:forces:R:3
C 2.08559 3.71307 4.27162 0.18 0.26 0.55
C 2.85899 5.04689 4.17638 -0.47 -0.02 -0.05
C 2.55092 5.90722 2.93840 0.08 -0.01 -0.26
C 2.19157 5.11119 1.67002 0.55 0.25 0.35
C 2.50036 5.85724 0.36454 -0.19 0.06 -0.36
C 1.27189 6.24593 -0.47649 -0.09 -0.03 0.45
C 0.19397 5.16086 -0.61340 0.09 -0.10 -0.53
C 0.70793 3.72784 -0.82599 -0.41 -0.43 0.35
C -0.01928 2.70802 0.07062 0.40 0.22 -0.16
C 0.30909 1.24597 -0.27852 -0.23 0.17 0.60
N 0.94215 0.54878 0.85787 0.15 -0.05 -0.33
C 0.12293 -0.53392 1.35240 -0.37 -0.18 0.20
N -1.10579 0.00468 1.92710 0.16 0.27 -0.13
C -0.86892 0.68386 3.19012 -0.03 -0.23 0.12
C 2.32804 0.15609 0.60197 -0.15 -0.07 0.21
C 2.53667 -1.09506 -0.30896 0.20 -0.05 0.13
O 1.69878 -1.24100 -1.21738 -0.60 0.12 -0.35
O 3.51624 -1.79351 -0.04258 0.53 -0.33 0.01
P 3.17978 0.12585 2.24470 -0.27 0.49 -0.04
O 3.11063 -1.44923 2.68179 0.16 0.03 0.07
Br 5.32445 0.48550 1.57537 0.11 -0.09 -0.02
H 1.21254 3.67842 3.62615 0.01 -0.07 -0.14
H 2.73576 2.86559 4.06939 -0.15 -0.11 -0.29
H 1.72117 3.57802 5.29240 -0.02 -0.06 0.00
H 2.62209 5.64005 5.06169 0.17 0.07 0.04
H 3.92866 4.84320 4.20897 0.05 -0.04 0.00
H 3.43118 6.51782 2.72129 0.03 0.03 0.03
H 1.74843 6.62021 3.14799 -0.07 -0.03 0.07
H 1.14148 4.84002 1.72645 -0.04 -0.15 -0.11
H 2.77071 4.18619 1.69303 -0.11 -0.14 -0.05
H 3.16087 5.25706 -0.26412 0.02 -0.09 0.09
H 3.06230 6.77071 0.57416 0.02 0.02 0.05
H 0.80757 7.12177 -0.01198 -0.04 0.07 -0.12
H 1.60610 6.55041 -1.46939 0.07 0.06 -0.04
H -0.41911 5.42589 -1.47980 -0.12 0.06 0.08
H -0.49558 5.17294 0.23247 0.14 0.04 0.17
H 0.56402 3.39638 -1.85578 0.14 0.20 -0.14
H 1.77110 3.64418 -0.60093 0.09 0.04 -0.14
H -1.09401 2.89968 0.04146 -0.08 -0.08 -0.05
H 0.31006 2.87113 1.09768 -0.15 0.03 0.10
H -0.62264 0.72704 -0.50013 0.07 -0.07 -0.22
H 0.95590 1.18261 -1.15137 -0.01 -0.06 -0.08
H 0.67760 -1.09513 2.11474 0.26 0.02 -0.07
H -0.14112 -1.23739 0.55419 -0.07 -0.01 -0.03
H -1.77773 -0.73869 2.05026 -0.06 -0.05 -0.09
H -0.07980 1.42260 3.07035 0.02 0.06 -0.12
H -1.77323 1.19415 3.52228 -0.03 -0.01 0.03
H -0.53909 -0.00979 3.97944 -0.01 0.05 0.09
H 2.79899 0.99923 0.09089 0.12 0.04 0.03
H 3.26338 -1.45982 3.63388 -0.04 -0.16 0.01
C 2.00431 -4.33048 -2.79809 0.06 -0.01 -0.09
C 1.94152 -5.40876 -3.67309 -0.02 0.07 0.08
C 0.92211 -6.33907 -3.56037 0.10 -0.08 -0.13
C -0.02138 -6.16914 -2.56162 0.03 0.07 0.00
C 0.02490 -5.10201 -1.67805 0.01 0.05 0.01
C 1.04990 -4.17714 -1.80374 -0.09 0.00 0.20
N -1.10766 -7.14842 -2.45194 0.05 -0.03 -0.03
O -1.12935 -8.07244 -3.24424 -0.03 -0.04 -0.03
O -1.93946 -6.99435 -1.57571 -0.09 0.08 0.03
H 2.79338 -3.59464 -2.88108 -0.02 0.04 0.07
H 2.68781 -5.52442 -4.44783 0.00 -0.02 -0.01
H 0.86341 -7.18060 -4.23381 -0.08 -0.03 0.04
H -0.72461 -4.98900 -0.90870 -0.04 -0.06 -0.01
H 1.11796 -3.32007 -1.14336 0.03 0.04 -0.11
C -6.29658 -4.97818 -3.69347 0.01 0.01 0.02
C -6.89116 -3.78342 -3.30753 0.05 -0.07 -0.01
C -6.32731 -3.02051 -2.29803 -0.15 0.08 -0.05
C -5.16889 -3.47160 -1.69338 -0.03 -0.05 -0.11
C -4.56233 -4.65671 -2.06137 0.22 -0.15 0.04
C -5.13629 -5.41492 -3.06925 -0.08 0.03 -0.06
N -4.56376 -2.65942 -0.62119 -0.07 -0.03 0.03
O -5.13875 -1.63746 -0.30260 0.00 0.04 0.02
O -3.54140 -3.06742 -0.11581 0.07 0.00 0.04
H -6.73835 -5.56955 -4.48487 -0.01 -0.01 0.00
H -7.79537 -3.44398 -3.79412 -0.01 0.01 0.00
H -6.78059 -2.09158 -1.98704 0.07 0.02 0.06
H -3.65465 -4.99064 -1.57865 -0.01 0.06 0.06
H -4.67099 -6.34484 -3.36634 0.03 -0.01 0.02
```
Forces are in eV/Å.

Results
Total energy ... -4675.1147 hartree
Total charge ... -1
HOMO ... -4.68 eV
Molecular weight ... 630.5 g/mol
Gap between HOMO and LUMO ... 0.22108 Ha


- What is the formula in the first record?
  C26H39B3BrF18N2O16P


- Which value of gap between HOMO and LUMO does entry 2 give?
  0.22108 Ha


- The lowest total energy belongs to which entry?
  C26H39B3BrF18N2O16P


- The highest molecular weight belongs to which entry?
  C26H39B3BrF18N2O16P